Entry 1:
{
  "formula": "C5H10O2",
  "method": "ωB97M-V/def2-TZVPD",
  "relative_energy_kcal_mol": 127.6,
  "homo_energy_ev": -8.14,
  "species": ["C", "C", "H", "H", "C", "H", "H", "C", "C", "O", "H", "H", "O", "H", "H", "H", "H"],
  "xyz": [[1.431, 1.056, -0.883], [-1.418, -0.600, 2.032], [1.958, 1.759, -1.545], [-1.718, 0.319, 2.558], [1.225, -0.369, -1.537], [-2.319, -1.054, 1.589], [-1.818, 0.115, -0.413], [-0.914, 0.558, 0.035], [-0.012, 1.091, -1.006], [-0.430, -0.322, 1.061], [0.689, -1.403, 0.023], [0.316, -0.396, -2.176], [1.366, -1.453, -0.678], [1.902, -0.460, -2.378], [-1.244, 1.511, 0.497], [1.973, 0.946, 0.067], [-0.989, -1.298, 2.755]],
  "nbo_charge": [-0.52, -0.25, 0.21, 0.17, -0.07, 0.17, 0.20, -0.22, 0.01, -0.58, 0.50, 0.23, -0.72, 0.22, 0.23, 0.22, 0.20]
}

---

Entry 2:
{
  "formula": "C11H17BrN4OS2",
  "method": "ωB97M-V/def2-TZVPD",
  "relative_energy_kcal_mol": 0.0,
  "homo_energy_ev": -8.04,
  "smiles": "COCCCNC(=S)N/N=C(\\C)c1snc(C)c1Br",
  "species": ["H", "H", "H", "N", "C", "H", "C", "C", "H", "H", "C", "N", "H", "S", "C", "C", "H", "Br", "C", "H", "H", "C", "H", "N", "H", "O", "C", "H", "H", "H", "N", "S", "C", "H", "C", "H"],
  "xyz": [[-0.514, 1.244, 2.219], [-0.864, 5.421, 1.628], [0.011, 0.092, -2.859], [-2.111, 3.410, -0.569], [1.057, 1.091, -1.240], [1.451, -0.581, 0.757], [-1.059, 4.045, -0.082], [0.659, -0.130, -2.026], [4.136, 0.575, -1.150], [-0.750, 6.178, 0.032], [-0.136, -1.586, 2.534], [2.254, 1.161, -0.684], [0.473, -1.085, 3.290], [4.773, -1.722, 0.172], [-1.269, 0.460, 2.063], [2.162, -2.368, 1.664], [2.610, -2.009, 2.585], [1.939, 4.065, 0.190], [0.236, 3.329, -0.323], [-2.327, 5.611, 0.648], [-1.009, -1.971, 3.066], [0.690, -2.710, 1.904], [0.094, -0.837, -1.347], [3.233, 0.193, -0.827], [0.690, -3.572, 2.509], [-0.579, -0.668, 1.521], [-1.261, 5.374, 0.607], [-1.787, 0.188, 2.981], [2.732, -3.240, 1.363], [1.561, -0.635, -2.368], [2.162, -1.314, 0.660], [-1.704, 1.934, -1.278], [0.036, 2.136, -0.969], [-2.019, 0.829, 1.359], [3.339, -0.884, 0.032], [0.140, -2.975, 0.986]],
  "nbo_charge": [0.18, 0.24, 0.23, -0.57, 0.28, 0.41, 0.19, -0.71, 0.42, 0.24, -0.06, -0.28, 0.17, -0.27, -0.25, -0.21, 0.19, 0.12, -0.11, 0.24, 0.18, -0.43, 0.26, -0.47, 0.22, -0.58, -0.66, 0.18, 0.23, 0.25, -0.64, 0.60, -0.28, 0.20, 0.28, 0.22]
}

---

Number 1: frontier orbital gap 9.037 eV. Number 2: frontier orbital gap 7.500 eV.